--- A ---
Density functional theory data (the ωB97M-V functional and the def2-TZVPD basis) for a cluster of 5 separate species, C2H15NO4 in total.

```
22
Properties=species:S:1:pos:R:3:nbo_charge:R:1
O 1.49852 0.16805 -1.81618 -1.002
O 0.38432 0.79680 2.53572 -0.981
O -0.66012 3.08812 1.27182 -0.987
O 0.26670 2.77388 -1.51532 -0.978
N 0.62718 -1.29974 0.39012 -0.868
C -1.09749 -2.27024 -1.01276 -0.613
C -0.63125 -2.03431 0.39995 -0.219
H -0.56528 3.20900 0.31416 0.513
H 2.36006 0.14610 -2.23159 0.475
H -0.10483 3.71114 1.74705 0.481
H 1.42919 -1.89930 0.19534 0.346
H -0.12842 0.49276 3.28585 0.464
H -0.60414 -2.97802 0.94735 0.164
H -0.16957 1.46223 2.08530 0.506
H -1.49140 -1.32542 -1.39727 0.210
H -1.36877 -1.39209 0.87053 0.191
H 0.68336 1.96499 -1.18331 0.508
H -1.91489 -2.98017 -1.09422 0.209
H -0.28953 -2.63510 -1.66994 0.200
H -0.34522 2.47977 -2.19160 0.475
H 1.29996 -0.58192 -1.23351 0.502
H 0.82165 -0.89655 1.30253 0.406
```

Properties
- Structure (SMILES): CCN.O.O.O.O
- Total charge: 0
- Kohn-Sham gap: 10.438 eV
- LUMO: 0.827 eV
- HOMO level: -9.611 eV
- M: 117.1 g mol⁻¹



--- B ---
Density functional theory data (the ωB97M-V functional and the def2-TZVPD basis) for a cluster of 5 separate species, C2H15NO4 in total.

```
22
Properties=species:S:1:pos:R:3:nbo_charge:R:1
O 3.15960 1.52007 -0.70464 -0.945
O 0.67887 -2.00942 0.22532 -0.971
O 1.56891 -0.52392 -2.59118 -0.960
O 1.01572 1.17228 1.42488 -0.965
N -2.30228 -0.49379 0.40349 -0.647
C -2.01878 0.78759 -0.16933 -0.424
C -3.03528 -0.46365 1.68882 -0.404
H 2.24152 -0.53418 -1.91941 0.484
H -2.61254 -1.26162 -0.17755 0.368
H 2.59623 1.25955 -0.06762 0.470
H 2.88346 2.43261 -0.90589 0.472
H 2.01618 -0.66531 -3.43844 0.477
H -3.36129 -1.40670 1.93901 0.194
H 0.47240 -1.61569 -0.69635 0.495
H -2.26833 -0.12414 2.47194 0.186
H -2.94972 1.49177 -0.21747 0.146
H 0.92374 0.32509 0.94108 0.490
H -1.65328 0.79085 -1.27879 0.207
H -1.32633 1.41295 0.39620 0.206
H 0.74411 -2.94883 0.13671 0.476
H -3.94907 0.17171 1.71239 0.166
H 1.29841 0.91279 2.32767 0.480
```

Properties
- Structure (SMILES): CNC.O.O.O.O
- Total charge: 0
- Kohn-Sham gap: 8.818 eV
- LUMO: 0.584 eV
- HOMO level: -8.234 eV
- M: 117.1 g mol⁻¹



Tell me which of them is the least stable. Sure, it is B.



--- A ---
Density functional theory data (the ωB97M-V functional and the def2-TZVPD basis) for a cluster of 5 separate species, C2H15NO4 in total.

```
22
Properties=species:S:1:pos:R:3:nbo_charge:R:1
O -0.53076 1.03035 -3.11119 -0.957
O 0.94649 -1.50616 -2.42114 -0.967
O -0.14682 -2.15111 0.25767 -0.967
O 0.93837 -0.99586 3.62041 -0.962
N -0.37343 1.06070 1.54054 -0.626
C 0.86840 1.15520 0.79113 -0.436
C -1.49457 0.68986 0.62419 -0.424
H 0.92584 -0.62580 -2.82196 0.497
H -0.93756 1.69846 -3.68412 0.481
H -1.21861 1.10941 -0.34192 0.135
H -0.50826 1.40654 -2.22441 0.476
H -2.49116 1.01364 0.89800 0.200
H 1.69980 1.25638 1.49446 0.211
H -0.54746 2.01283 1.83603 0.343
H 0.94043 1.97256 0.06787 0.155
H 1.06055 0.21441 0.27086 0.207
H 0.04116 -1.98164 -0.68117 0.496
H 0.00442 -3.10717 0.27136 0.467
H 0.34247 -0.27883 3.36008 0.486
H -1.47135 -0.39510 0.64058 0.237
H 0.87635 -2.10291 -3.18444 0.476
H 1.07569 -1.47577 2.79716 0.470
```

Properties
- Structure (SMILES): CNC.O.O.O.O
- Total charge: 0
- Kohn-Sham gap: 9.618 eV
- LUMO: 0.361 eV
- HOMO level: -9.257 eV
- M: 117.1 g mol⁻¹



--- B ---
Density functional theory data (the ωB97M-V functional and the def2-TZVPD basis) for a cluster of 5 separate species, C2H15NO4 in total.

```
22
Properties=species:S:1:pos:R:3:nbo_charge:R:1
O -3.94999 0.29608 -1.67518 -0.960
O -1.20205 1.73009 -1.81960 -0.969
O 5.35707 -2.50046 -2.70366 -0.941
O -2.86242 -0.48245 0.82461 -0.981
N 0.18212 -0.40568 0.36095 -0.861
C 0.64198 1.02990 2.38168 -0.633
C 1.01085 -0.20240 1.52214 -0.224
H 2.08865 -0.13801 1.33528 0.162
H 5.65040 -1.94009 -2.00920 0.469
H -3.18603 -0.76870 1.69615 0.475
H 0.04098 1.62989 1.68192 0.216
H -4.50323 1.03379 -1.42105 0.462
H -3.62988 0.10175 -0.78419 0.494
H 1.55137 1.61616 2.49740 0.212
H -1.99319 1.18071 -1.69784 0.494
H -1.91061 -0.40740 0.99173 0.505
H 1.04740 -1.09827 2.15946 0.185
H 0.06715 0.93636 3.29610 0.214
H 0.38484 0.32417 -0.31569 0.374
H -0.75235 1.41439 -2.60077 0.466
H 0.36885 -1.24200 -0.17221 0.369
H 5.59809 -2.10784 -3.54802 0.472
```

Properties
- Structure (SMILES): CCN.O.O.O.O
- Total charge: 0
- Kohn-Sham gap: 10.380 eV
- LUMO: 0.630 eV
- HOMO level: -9.751 eV
- M: 117.1 g mol⁻¹



Tell me which of them is the least stable. Sure, it is A.



--- A ---
Density functional theory data (the ωB97M-V functional and the def2-TZVPD basis) for a cluster of 2 separate species, C2H8N3O in total.

```
14
Properties=species:S:1:pos:R:3:nbo_charge:R:1
O 0.91097 0.94872 0.42546 -0.708
N 2.73407 0.51201 -0.75947 -0.815
N -0.98769 -1.02490 0.83091 -0.694
N -2.61461 0.17522 -0.51047 -0.783
C 2.13780 0.86743 0.42601 0.544
C -2.11683 -0.91774 0.07539 0.419
H -0.79013 -1.84279 1.40059 0.443
H 3.80090 0.32796 -0.64621 0.424
H 2.79385 1.14471 1.29958 0.168
H -2.67887 0.28212 -1.55208 0.454
H -0.32975 -0.19187 0.75428 0.466
H -2.83276 -1.78787 0.07337 0.223
H 2.16024 0.38804 -1.63600 0.434
H -2.18718 1.11896 -0.18136 0.424
```

Properties
- Total charge: +1
- Kohn-Sham gap: 9.970 eV
- LUMO: -4.195 eV
- HOMO level: -14.165 eV
- M: 90.1 g mol⁻¹



--- B ---
Density functional theory data (the ωB97M-V functional and the def2-TZVPD basis) for a structure of composition C2H8N3O.

```
14
Properties=species:S:1:pos:R:3:nbo_charge:R:1
O -0.00880 0.71801 -0.11410 -0.488
N 2.24756 0.01203 -0.35426 -0.724
N -2.24834 0.88171 -0.38963 -0.813
N -1.17007 -1.08659 0.53349 -0.801
C 0.98502 -0.24877 0.45249 -0.161
C -1.15661 0.10105 0.00007 0.790
H 2.97961 -0.69611 0.06094 0.466
H 1.27135 0.24281 1.35551 0.168
H -0.04938 -1.21258 0.74242 0.406
H -2.10054 -1.50246 0.73087 0.425
H -3.14104 0.37363 -0.24141 0.404
H 2.55595 0.99648 -0.44020 0.437
H 2.21558 -0.32091 -1.37958 0.439
H -2.38028 1.74169 -0.95662 0.452
```

Properties
- Total charge: +1
- Kohn-Sham gap: 9.991 eV
- LUMO: -3.383 eV
- HOMO level: -13.373 eV
- M: 90.1 g mol⁻¹



Tell me which of them is the least stable. Sure, it is B.